Entry 1:
Formula: C11H23O2SiSr
Source: the Open Molecules 2025 dataset
Level of theory: ωB97M-V/def2-TZVPD

```
! RIJCOSX wB97M-V def2-TZVPD def2/J DEFGRID3
* xyz 1 1
Sr -1.687 0.096 1.535
Si 0.266 2.184 2.395
O -2.754 2.430 2.132
O -1.394 4.301 1.348
C -3.285 -1.955 0.049
C -0.781 -2.584 0.708
C 1.011 0.272 -2.165
C 2.133 -0.667 -1.427
C 0.574 2.361 -0.465
C 1.386 1.867 -1.829
C -1.419 3.060 1.908
C 0.624 -1.749 0.578
C -1.811 -2.411 -0.559
C 1.501 -2.068 -0.770
C 1.495 2.353 0.893
H -0.110 0.039 -1.832
H 2.460 -2.678 -0.404
H -0.006 0.752 2.588
H 2.285 1.487 0.950
H 2.559 1.995 -1.703
H -3.551 -2.564 1.041
H 0.196 3.458 -0.638
H -0.288 1.581 -0.300
H -4.168 -2.226 -0.708
H 0.915 2.815 3.541
H -1.979 -3.491 -1.029
H 1.080 0.121 -3.341
H -0.559 -3.734 0.936
H 2.069 3.359 1.059
H -1.378 -2.204 1.670
H 2.927 -0.966 -2.266
H -1.422 -1.727 -1.425
H 2.720 -0.026 -0.620
H 0.954 -2.707 -1.583
H 1.271 -2.015 1.545
H 0.490 -0.566 0.617
H -3.335 -0.791 0.266
H 1.010 2.598 -2.695
*
```

E_tot = -903.15370 Ha
Gap between HOMO and LUMO = 0.2924 Ha
E_LUMO = -4.09 eV

Entry 2:
Formula: C11H23OP
Source: the Open Molecules 2025 dataset
Level of theory: ωB97M-V/def2-TZVPD

```
! RIJCOSX wB97M-V def2-TZVPD def2/J DEFGRID3
* xyz 0 1
P -2.263 0.634 0.116
O -3.384 0.358 -0.800
C 0.498 0.700 0.051
C 2.883 1.179 0.438
C -0.724 0.419 -2.152
C -0.696 -0.022 -0.704
C -0.735 -1.496 -0.578
C -1.925 2.385 0.539
C -2.917 -1.775 2.044
C 1.973 0.125 -0.136
C 2.218 -0.363 -1.573
C 2.245 -1.182 0.684
C -2.238 -0.737 2.268
H -1.680 -1.839 -1.048
H 3.877 0.857 0.463
H 3.224 -1.525 0.587
H 2.807 1.993 -0.160
H 3.303 -0.500 -1.718
H 1.704 -2.034 0.404
H -1.361 2.868 -0.150
H -1.353 2.508 1.447
H -2.810 3.026 0.689
H -3.052 -2.535 2.873
H 1.792 -0.968 1.729
H -1.659 0.015 -2.665
H 1.694 -1.319 -1.595
H -1.993 -0.306 3.223
H 0.597 1.754 -0.189
H 0.110 -1.961 -1.125
H -0.824 -1.838 0.458
H 1.949 0.324 -2.319
H -3.393 -2.104 1.178
H 0.135 0.027 -2.626
H -0.785 1.496 -2.154
H 2.663 1.472 1.502
H 0.118 0.365 0.997
*
```

E_tot = -849.38085 Ha
Gap between HOMO and LUMO = 0.3376 Ha
E_LUMO = 0.56 eV
ΔE to the lowest compared entry with this formula, charge and spin = 0.0000 eV

Entry 3:
Formula: C11H23OP
Source: the Open Molecules 2025 dataset
Level of theory: ωB97M-V/def2-TZVPD

```
! RIJCOSX wB97M-V def2-TZVPD def2/J DEFGRID3
* xyz 0 3
P -1.475 -1.246 -0.896
O -3.401 0.464 -0.159
C -4.568 1.101 -0.859
C 1.824 2.244 -0.915
C -3.096 -0.810 -0.523
C 1.539 1.469 0.407
C -4.060 1.541 -2.180
C 3.401 0.257 2.855
C 2.269 -0.875 0.021
C 3.159 -2.145 0.026
C -4.183 -1.719 -0.924
C 2.540 0.256 0.641
C 3.748 0.645 1.422
H 4.227 -1.932 0.001
H -4.876 1.754 -0.052
H 4.716 0.218 1.124
H -3.369 2.478 -2.151
H -3.638 0.765 -2.799
H 1.369 -1.075 -0.541
H -5.273 0.277 -0.990
H 1.117 3.004 -1.061
H 2.922 2.569 -1.091
H -0.806 -0.097 -0.516
H 3.996 0.721 3.565
H 1.724 1.456 -1.796
H -4.838 1.965 -2.731
H -5.120 -1.774 -0.307
H 0.637 0.907 0.380
H 3.472 -0.878 3.081
H -4.666 -1.562 -1.921
H 3.189 -2.767 0.932
H 2.872 -2.833 -0.733
H 1.412 2.149 1.214
H -3.851 -2.715 -0.784
H 3.988 1.684 1.403
H 2.417 0.520 3.119
*
```

E_tot = -849.27621 Ha
Gap between HOMO and LUMO (spin up / spin down) = 0.2456 / 0.2603 Ha
E_LUMO (spin up / spin down) = 0.88 / -1.70 eV
ΔE to the lowest compared entry with this formula, charge and spin = 0.4460 eV

Entry 4:
Formula: C11H24AlClIN2O2PS
Source: the Open Molecules 2025 dataset
Level of theory: ωB97M-V/def2-TZVPD

```
! RIJCOSX wB97M-V def2-TZVPD def2/J DEFGRID3
* xyz 2 1
I 1.726 1.570 0.519
Cl -2.431 2.332 1.444
S -0.621 -0.868 1.842
P -0.248 0.551 -1.789
Al -0.959 1.005 0.701
O 4.913 -0.959 0.264
O 2.332 -1.401 -0.875
N -1.049 -1.125 4.462
N 0.125 0.791 3.870
C -1.151 2.148 -2.042
C -1.144 -0.412 -3.080
C -0.403 1.608 4.990
C -1.105 -2.366 6.559
C -0.236 -1.509 5.658
C 1.231 1.010 -2.794
C 0.717 2.203 5.814
C -0.482 -0.345 3.503
C 0.221 -2.563 -1.027
C 4.049 -0.230 0.431
C 1.169 -1.458 -1.113
H 0.652 -2.075 5.326
H -2.136 -0.704 -2.711
H 0.302 2.672 6.710
H -0.562 2.996 -1.670
H -2.137 2.142 -1.550
H 1.429 1.441 6.141
H 1.649 1.950 -2.423
H 0.182 -2.910 0.016
H -0.787 -2.275 -1.359
H -1.043 0.964 5.599
H 0.112 -0.603 6.168
H -1.258 0.245 -3.953
H 1.989 0.226 -2.740
H 0.612 1.322 3.141
H -1.045 2.397 4.568
H -1.302 2.261 -3.126
H -0.574 -1.298 -3.382
H -2.065 -1.889 6.781
H -1.519 -1.937 4.045
H 0.910 1.142 -3.835
H -0.591 -2.528 7.509
H 1.254 2.976 5.258
H 0.560 -3.385 -1.689
H -1.293 -3.336 6.086
*
```

E_tot = -2432.86431 Ha
Gap between HOMO and LUMO (spin up / spin down) = 0.2035 / 0.2035 Ha
E_LUMO (spin up / spin down) = -9.61 / -9.61 eV
ΔE to the lowest compared entry with this formula, charge and spin = 0.0000 eV

Entry 5:
Formula: C11H24AlF6O15S5
Source: the Open Molecules 2025 dataset
Level of theory: ωB97M-V/def2-TZVPD

```
! RIJCOSX wB97M-V def2-TZVPD def2/J DEFGRID3
* xyz 0 2
S -3.967 -3.218 1.542
S 1.655 2.966 0.660
S -4.584 1.067 0.655
S 0.959 -0.611 -3.316
S 3.709 -1.573 0.889
Al -0.592 -0.725 0.688
F 3.482 -0.362 -4.294
F 2.687 1.510 -3.189
F 3.192 -0.297 -2.102
F -2.681 -5.596 1.133
F -3.083 -4.603 -0.627
F -4.708 -5.661 0.377
O -2.662 -2.515 1.487
O -4.992 -2.498 0.789
O 0.244 0.153 -4.363
O 1.385 3.656 -0.796
O 1.204 -2.047 -3.635
O -4.409 -3.640 2.863
O 1.091 1.640 0.537
O -3.435 0.144 0.673
O 0.416 -0.364 -2.006
O 1.159 3.875 1.727
O -5.569 0.604 1.847
O -4.378 2.496 0.772
O 4.257 -2.576 -0.316
O 2.267 -1.456 0.695
O 4.612 -0.395 1.006
C -3.586 -4.875 0.552
C -6.972 0.941 1.891
C 5.999 -3.265 -1.772
C -7.218 0.807 3.378
C 4.078 -2.674 2.339
C -5.591 0.634 -0.814
C 2.706 0.138 -3.258
C 1.452 5.052 -0.891
C 2.290 5.382 -2.131
C 3.498 2.946 0.748
C 5.634 -2.924 -0.317
H 3.953 3.894 0.462
H 3.761 -3.713 2.248
H -6.444 1.303 -0.698
H 5.158 -2.659 2.487
H 1.797 5.571 0.004
H 3.807 2.666 1.755
H 1.790 5.364 -3.100
H 7.085 -3.354 -1.739
H -6.604 1.503 3.950
H 0.404 5.291 -1.073
H 3.842 2.217 0.015
H -5.018 0.823 -1.722
H -7.010 -0.197 3.748
H 6.314 -2.129 -0.012
H 5.555 -4.211 -2.082
H 5.659 -2.495 -2.465
H 3.217 4.845 -2.329
H -7.563 0.273 1.264
H -8.239 1.120 3.598
H 3.628 -2.359 3.280
H 5.719 -3.863 0.230
H -7.090 1.956 1.512
H 2.578 6.432 -2.090
H -5.851 -0.414 -0.665
*
```

E_tot = -4394.49642 Ha
Gap between HOMO and LUMO (spin up / spin down) = 0.3052 / 0.0953 Ha
E_LUMO (spin up / spin down) = -0.16 / -5.87 eV

Entry 6:
Formula: C11H24ClCoO4P2
Source: the Open Molecules 2025 dataset
Level of theory: ωB97M-V/def2-TZVPD

```
! RIJCOSX wB97M-V def2-TZVPD def2/J DEFGRID3
* xyz 2 5
Co 0.130 0.018 -0.702
Cl -1.664 0.185 -2.233
P -0.222 -2.020 -0.301
P -0.277 2.056 -0.261
O -0.954 -0.793 3.086
O 2.863 -0.023 0.301
O 1.693 1.442 -2.675
O 0.876 0.215 2.168
C 1.016 -2.924 0.678
C 1.724 -0.013 0.069
C -1.680 2.024 0.889
C 1.069 2.948 0.566
C -1.727 -2.181 0.675
C -0.450 -3.070 -1.777
C 0.884 0.570 -2.885
C -0.772 3.209 -1.584
C 0.538 -0.189 -4.071
C 0.788 -0.058 4.510
C 0.180 -0.233 3.148
H 2.004 -2.769 0.228
H -0.040 3.150 -2.397
H 0.420 -1.250 -3.811
H 1.172 0.955 4.623
H -1.386 -2.790 -2.271
H -2.589 1.830 0.311
H 1.955 2.901 -0.075
H -1.901 -3.243 0.907
H -0.433 0.177 -4.446
H 1.036 -2.492 1.689
H -0.461 -4.126 -1.478
H -2.563 -1.764 0.101
H -1.755 2.915 -1.964
H 1.304 -0.072 -4.849
H -1.538 1.217 1.620
H 1.651 -0.721 4.616
H -0.797 4.225 -1.176
H 1.268 2.441 1.517
H -1.735 2.994 1.393
H 0.069 -0.262 5.302
H 0.768 -3.995 0.706
H -1.601 -1.582 1.613
H 0.763 3.989 0.716
H 0.373 -2.891 -2.477
*
```

E_tot = -3259.43565 Ha
Gap between HOMO and LUMO (spin up / spin down) = 0.2357 / 0.2504 Ha
E_LUMO (spin up / spin down) = -8.50 / -10.56 eV